(1)
Formula: C2HF3O3S
Source: the Open Molecules 2025 dataset
Level of theory: ωB97M-V/def2-TZVPD

Geometry as XYZ:
```
10
C2HF3O3S | the Open Molecules 2025 dataset | ωB97M-V/def2-TZVPD
C -0.430 0.229 0.109
C -0.295 -1.252 -0.072
O 0.591 2.683 -0.387
O 2.169 0.784 -0.254
O 0.138 0.789 1.283
F 0.585 -1.494 -1.062
F 0.134 -1.895 1.007
F -1.445 -1.828 -0.451
S 0.873 1.327 -0.084
H -2.320 0.657 -0.088
```

- Energy relative to the best compared isomer or geometry (same formula, charge and spin): 86.4 kcal per mole
- E_HOMO: -11.39 eV
- Total energy: -27214.6106 eV
- Charge: 0
- E_LUMO: -1.82 eV

(2)
Formula: HO3PS2
Source: the Open Molecules 2025 dataset
Level of theory: ωB97M-V/def2-TZVPD

Geometry as XYZ:
```
7
HO3PS2 | the Open Molecules 2025 dataset | ωB97M-V/def2-TZVPD
O 0.588 0.350 0.946
O -0.162 -1.758 -0.628
O -1.676 0.179 -0.497
P -1.031 -1.085 0.329
S 1.708 0.047 0.036
S 2.851 1.544 -0.196
H -2.277 0.724 0.010
```

- Energy relative to the best compared isomer or geometry (same formula, charge and spin): 27.3 kcal per mole
- E_HOMO: -9.86 eV
- Total energy: -37117.9567 eV
- Charge: 0
- E_LUMO: -2.39 eV

(3)
Formula: FH3P2
Source: the Open Molecules 2025 dataset
Level of theory: ωB97M-V/def2-TZVPD

Geometry as XYZ:
```
6
FH3P2 | the Open Molecules 2025 dataset | ωB97M-V/def2-TZVPD
F 1.755 0.373 -0.338
P -0.874 0.796 0.371
P 0.714 -0.724 0.330
H -2.043 -0.085 -0.096
H -0.667 -0.015 -2.007
H 1.115 -0.346 1.741
```

- Energy relative to the best compared isomer or geometry (same formula, charge and spin): 74.8 kcal per mole
- E_HOMO (alpha / beta): -9.25 / -9.59 eV
- Total energy: -21339.8778 eV
- Charge: 0
- E_LUMO (alpha / beta): -1.17 / -1.67 eV

(4)
Formula: C2H11N3O2
Source: the Open Molecules 2025 dataset
Level of theory: ωB97M-V/def2-TZVPD

Geometry as XYZ:
```
18
C2H11N3O2 | the Open Molecules 2025 dataset | ωB97M-V/def2-TZVPD
H -0.622 2.222 -0.378
N -0.387 1.257 -0.571
C 0.463 0.755 0.247
N 1.354 1.465 1.041
N 0.627 -0.613 0.260
C -0.317 -1.490 -0.389
H 2.067 0.903 1.468
H 0.986 2.207 1.611
H 1.559 -0.952 0.236
H -0.242 -2.483 0.056
H -1.359 -1.217 -0.254
H -0.063 -1.495 -1.453
O -0.514 -1.001 3.020
H -1.434 -1.276 2.995
H -0.298 -0.643 2.151
O -0.848 -0.028 -3.590
H -0.884 -0.243 -2.650
H -0.397 0.805 -3.626
```

- SMILES: [H]/N=C(\N)NC.O.O
- Energy relative to the best compared isomer or geometry (same formula, charge and spin): 16.4 kcal per mole
- E_HOMO: -9.52 eV
- Total energy: -10817.6618 eV
- Charge: 0
- E_LUMO: 0.59 eV

(5)
Formula: C30H46Cl2N3OPRh
Source: the Open Molecules 2025 dataset
Level of theory: ωB97M-V/def2-TZVPD

Geometry as XYZ:
```
84
C30H46Cl2N3OPRh | the Open Molecules 2025 dataset | ωB97M-V/def2-TZVPD
P 0.211 0.495 -0.822
C -1.041 1.971 -0.972
C -1.128 2.879 -2.217
C -2.094 4.061 -2.009
C -3.481 3.632 -1.500
C -3.395 2.639 -0.340
C -2.448 1.468 -0.665
C -0.434 -0.609 -2.214
C -1.018 0.028 -3.470
C -1.241 -1.021 -4.576
C -2.127 -2.175 -4.100
C -1.669 -2.751 -2.763
C -1.429 -1.660 -1.695
C 1.588 1.349 -1.826
C 2.119 2.614 -1.158
C 3.100 3.362 -2.079
C 4.228 2.463 -2.607
C 3.687 1.165 -3.217
C 2.703 0.420 -2.296
H -0.697 2.594 -0.134
H -1.504 2.315 -3.077
H -0.153 3.269 -2.531
H -2.217 4.609 -2.955
H -1.653 4.769 -1.291
H -4.045 4.520 -1.192
H -4.056 3.186 -2.324
H -3.023 3.156 0.554
H -4.393 2.249 -0.108
H -2.449 0.743 0.163
H -2.849 0.942 -1.547
H 0.474 -1.151 -2.509
H -0.262 -1.413 -4.893
H -0.380 0.827 -3.866
H -1.990 0.478 -3.234
H -1.691 -0.540 -5.458
H -2.137 -2.958 -4.863
H -3.164 -1.830 -4.016
H -2.409 -3.470 -2.390
H -0.728 -3.298 -2.909
H -1.056 -2.114 -0.764
H -2.388 -1.176 -1.449
H 1.094 1.685 -2.756
H 1.298 3.300 -0.919
H 2.585 2.353 -0.201
H 2.552 3.770 -2.945
H 3.534 4.222 -1.551
H 4.924 2.229 -1.787
H 4.813 3.011 -3.360
H 4.525 0.511 -3.488
H 3.169 1.421 -4.153
H 2.292 -0.421 -2.865
H 3.209 -0.021 -1.431
Rh 0.712 -0.773 1.391
Cl 1.829 -2.120 -0.202
Cl 0.933 1.509 1.905
C 0.037 -2.242 2.869
H 0.684 -3.135 2.780
C -1.385 -2.611 2.889
C -1.809 -3.775 3.536
C -3.080 -4.233 3.237
C -3.935 -3.452 2.450
C -3.568 -2.148 2.067
C -2.288 -1.681 2.395
H -1.111 -4.353 4.146
H -3.351 -5.244 3.534
H -4.200 -1.522 1.435
H -1.944 -0.659 2.155
H -4.890 -3.842 2.108
C 1.043 -1.093 7.002
N 1.818 -1.032 5.731
C 3.181 -0.882 5.813
C 3.933 -0.987 4.672
C 3.303 -0.949 3.402
N 1.974 -0.829 3.363
C 1.326 -1.176 4.461
O 0.231 -1.886 4.295
N 3.893 -1.087 2.226
H 1.786 -1.081 7.808
H 0.435 -2.001 7.090
H 0.396 -0.217 7.123
H 3.570 -0.811 6.825
H 4.994 -1.147 4.704
H 4.796 -1.507 2.183
H 3.331 -1.127 1.381
```

- 2S+1: 5
- Energy relative to the best compared isomer or geometry (same formula, charge and spin): 10.6 kcal per mole
- E_HOMO (alpha / beta): -1.72 / -4.85 eV
- Total energy: -75717.0007 eV
- Charge: -1
- E_LUMO (alpha / beta): 2.76 / 2.75 eV

(6)
Formula: C4H9FO
Source: the Open Molecules 2025 dataset
Level of theory: ωB97M-V/def2-TZVPD

Geometry as XYZ:
```
15
C4H9FO | the Open Molecules 2025 dataset | ωB97M-V/def2-TZVPD
C -0.024 0.946 -0.866
C -0.266 0.213 0.435
C -0.733 -1.178 0.117
C 1.088 0.289 1.335
O 1.005 -0.532 2.439
F 0.168 0.153 3.361
H 0.300 1.978 -0.850
H -0.935 0.881 -1.416
H 0.705 0.271 -1.475
H -1.066 0.805 0.823
H -0.020 -1.840 -0.489
H -1.782 -1.095 -0.234
H -0.663 -1.738 1.095
H 1.791 -0.201 0.797
H 1.441 1.310 1.741
```

- SMILES: CC(C)COF
- Energy relative to the best compared isomer or geometry (same formula, charge and spin): 93.4 kcal per mole
- E_HOMO: -10.44 eV
- Total energy: -9054.6066 eV
- Charge: 0
- E_LUMO: 1.08 eV

(7)
Formula: C6H10O
Source: the Open Molecules 2025 dataset
Level of theory: ωB97M-V/def2-TZVPD

Geometry as XYZ:
```
17
C6H10O | the Open Molecules 2025 dataset | ωB97M-V/def2-TZVPD
C -2.056 -0.369 0.049
C -1.248 0.836 -0.369
C -0.416 1.583 0.642
C 0.232 0.730 -0.399
C 1.310 -1.389 0.006
C 2.650 -1.102 -0.067
O 3.537 -0.299 -0.184
H -3.033 -0.064 0.434
H -1.537 -0.930 0.836
H -2.209 -1.050 -0.797
H -1.674 1.434 -1.170
H -0.298 2.656 0.554
H -0.385 1.195 1.660
H 0.853 1.123 -1.192
H 0.881 -1.932 -0.842
H 0.561 -0.186 0.155
H 2.759 -2.199 0.346
```

- Energy relative to the best compared isomer or geometry (same formula, charge and spin): 115.2 kcal per mole
- E_HOMO: -9.40 eV
- Total energy: -8426.2460 eV
- Charge: 0
- E_LUMO: 0.26 eV

(8)
Formula: C6H9N
Source: the Open Molecules 2025 dataset
Level of theory: ωB97M-V/def2-TZVPD

Geometry as XYZ:
```
16
C6H9N | the Open Molecules 2025 dataset | ωB97M-V/def2-TZVPD
C -1.865 -2.311 -0.044
C -0.858 -1.739 -0.379
C 0.346 -0.988 -0.757
C 0.401 0.381 -0.086
C 0.647 0.355 1.403
C -0.406 1.474 -0.670
N 1.042 1.418 -0.894
H -2.761 -2.817 0.247
H 1.246 -1.560 -0.495
H 0.385 -0.839 -1.842
H -0.061 -0.321 1.893
H 0.530 1.350 1.845
H 1.661 0.000 1.618
H -1.016 1.277 -1.548
H -0.808 2.228 0.005
H 1.519 2.091 -0.296
```

- SMILES: C#CC[C@]1(C)CN1
- Energy relative to the best compared isomer or geometry (same formula, charge and spin): 65.7 kcal per mole
- E_HOMO: -9.54 eV
- Total energy: -7855.3126 eV
- Charge: 0
- E_LUMO: 1.03 eV